Here is a structure of composition C9H9Cl3CrF3O9 in a non-equilibrium geometry from the OMol25 dataset. Energies are from wB97M-V/def2-TZVPD.

Last column: Löwdin charge in e.
Element x y z (Å)
Cr: -0.4453 1.0083 0.1029  0.2723
Cl: -1.7196 -0.5480 1.2434  0.0753
Cl: -2.1008 2.0804 -1.4096  0.0603
Cl: 1.5631 2.2303 -0.4332  0.3970
F: -1.9023 -1.1452 -4.7460  0.1249
F: -2.4415 3.3026 4.9425  0.0761
F: 5.0184 -2.2051 -0.3561  0.0714
O: -0.7791 2.5142 1.7000  -0.0387
O: 0.0258 -0.9328 -3.7013  0.2039
O: -1.0524 3.9944 3.3901  0.2150
O: 1.4792 -0.5005 1.0792  -0.0268
O: 0.0064 -0.4353 -1.4443  -0.0837
O: 2.0787 -2.5388 0.0069  0.0739
O: -0.8096 -2.4179 -2.3748  0.1090
O: 3.5065 -1.5418 1.2314  0.1645
O: -2.7079 3.6170 2.1945  0.1108
C: 2.2793 -1.4748 0.7869  -0.4643
C: -1.0013 -2.9543 -3.6920  -0.0366
C: -0.7378 -1.7417 -4.5251  -0.3397
C: 3.1047 -3.5478 0.0403  -0.0046
C: -0.3110 -1.1371 -2.4640  -0.4009
C: -1.4311 3.3557 2.3663  -0.5058
C: -2.1282 4.3922 4.1114  -0.2594
C: 4.2271 -2.6775 0.6432  -0.2289
C: -3.1393 4.6490 3.0145  -0.0265
H: -0.2637 -2.0899 -5.4428  0.1834
H: -1.9520 5.2973 4.6926  0.1818
H: -4.1770 4.4504 3.2824  0.1626
H: 4.8883 -3.2911 1.2552  0.1744
H: 3.5021 -4.0072 -0.8647  0.1523
H: -3.0113 5.6054 2.5075  0.1581
H: 2.7864 -4.2621 0.7996  0.1469
H: -2.0149 -3.3114 -3.8740  0.1557
H: -0.3395 -3.7370 -4.0627  0.1462

Results
spin multiplicity: 5
calculated total energy: -102039.932 eV
expectation value of S²: 6.096
HOMO level (spin up / spin down): -12.957 / -12.803 eV
LUMO energy (spin up / spin down): -0.200 / -0.305 Ha
orbital gap (spin up / spin down): 7.502 / 4.496 eV
total charge: +1